A structure of composition C7H14N2O, computed with ωB97M-V with the def2-TZVPD basis set.

Total charge: 0
Lowest unoccupied orbital energy (eV): 0.7
F_max (eV Å⁻¹): 12.7

```
24
Properties=species:S:1:pos:R:3:forces:R:3:mulliken_charge:R:1
C -2.369 3.702 0.090 -8.382 -9.448 -0.944 -0.98
C -1.473 1.575 0.990 1.436 0.756 -3.624 0.09
C -0.687 0.331 0.545 -2.549 3.298 4.716 0.27
C -0.479 0.018 -0.646 2.830 -4.783 -3.536 -0.80
C 0.276 -1.347 -0.942 0.977 4.252 -1.178 -0.72
C 1.467 -3.252 0.082 -2.739 1.223 3.615 -1.32
C 2.230 -1.002 0.327 2.195 -3.001 0.961 -1.10
H -3.307 3.352 0.900 2.220 1.981 -2.828 0.23
H -2.417 3.997 -0.886 -2.551 1.612 -2.704 0.39
H -1.824 4.337 0.400 7.285 8.054 5.599 0.43
H -1.199 2.287 -1.131 -1.694 0.575 3.094 0.22
H -0.363 -0.308 1.329 0.238 -0.405 0.635 0.57
H -0.661 0.393 -1.590 -1.076 1.662 -1.374 0.38
H -0.423 -2.061 -0.900 -3.386 -2.638 -1.977 0.44
H 0.868 -1.092 -1.904 -0.762 -1.220 1.050 0.35
H 2.162 -3.574 -0.585 1.458 -0.245 -3.403 0.53
H 2.107 -3.499 0.972 -1.331 0.592 0.053 0.41
H 0.544 -3.844 0.112 0.499 -0.312 -0.223 0.32
H 2.673 -0.632 -0.526 0.109 0.701 -3.201 0.41
H 2.081 -0.053 0.823 0.312 -0.390 1.501 0.37
H 3.310 -1.827 0.449 -3.349 2.794 1.115 0.26
N -1.762 2.459 -0.197 2.890 -4.062 1.590 -0.15
N 0.979 -1.801 0.153 5.826 -1.165 1.774 -0.05
O -1.733 1.841 2.137 -0.457 0.167 -0.708 -0.56
```
Forces are in eV/Å.